No. 1
Formula: C3H5NO4
Source: OMol25
Level of theory: ωB97M-V/def2-TZVPD

**Gap between HOMO and LUMO**: 0.3919 Ha
**E_LUMO**: 0.5 eV
**Charge**: 0
**Molecular weight**: 119.08 g/mol

Each atom is followed by the atoms it is bonded to, with distances in Å.
Element x y z (Å)
1 O 0.954 1.296 0.756  C2 1.201
2 C 0.307 0.928 -0.186  O1 1.201, O3 1.337, C4 1.624
3 O 0.716 1.014 -1.455  C2 1.337, H6 0.972
4 C -1.305 0.742 -0.127  C2 1.624, O5 1.367, H7 1.098, H8 1.092
5 O -1.750 0.667 1.164  C4 1.367, H9 0.988
6 H 1.642 1.308 -1.483  O3 0.972
7 H -1.506 -0.168 -0.708  C4 1.098
8 H -1.735 1.617 -0.620  C4 1.092
9 H -1.124 0.097 1.672  O5 0.988
10 N 1.262 -1.821 -0.440  C11 1.203, H13 0.999
11 C 0.697 -1.576 0.592  N10 1.203, O12 1.171
12 O -0.033 -1.526 1.507  C11 1.171
13 H 1.875 -2.576 -0.672  N10 0.999

No. 2
Formula: C3H5NO4
Source: OMol25
Level of theory: ωB97M-V/def2-TZVPD

**Gap between HOMO and LUMO**: 0.3748 Ha
**E_LUMO**: 0.8 eV
**Charge**: 0
**Molecular weight**: 119.08 g/mol

Each atom is followed by the atoms it is bonded to, with distances in Å.
Element x y z (Å)
1 C -2.122 -0.667 1.225  O2 1.424, H9 1.199, H10 1.117, H11 1.285
2 O -1.530 0.385 0.469  C1 1.424, C3 1.351
3 C -0.362 -0.120 0.015  O2 1.351, N4 1.315, O6 1.459
4 N 0.176 -1.239 0.446  C3 1.315, O5 1.390
5 O 1.104 -1.586 -0.529  N4 1.390, H12 1.011
6 O -0.006 0.807 -1.054  C3 1.459, C7 1.334
7 C 1.061 1.593 -0.896  O6 1.334, O8 1.318, H13 1.175
8 O 1.837 1.175 0.084  C7 1.318
9 H -2.598 -1.513 0.521  C1 1.199
10 H -2.768 -0.024 1.873  C1 1.117
11 H -1.460 -1.433 2.017  C1 1.285
12 H 1.705 -2.032 0.151  O5 1.011
13 H 1.191 2.586 -1.510  C7 1.175

No. 3
Formula: C3H5NOP
Source: OMol25
Level of theory: ωB97M-V/def2-TZVPD

**Gap between HOMO and LUMO**: 0.1926 Ha
**E_LUMO**: 3.8 eV
**Charge**: -1
**Molecular weight**: 102.05 g/mol

Each atom is followed by the atoms it is bonded to, with distances in Å.
Element x y z (Å)
1 C -0.847 0.990 -1.217  C2 1.540, P6 1.638, H7 1.058
2 C -0.317 0.828 0.220  C1 1.540, N4 1.380, H8 1.105, H9 1.178
3 C 0.441 -1.286 0.578  N4 1.295, H10 1.023, H11 1.024
4 N 0.718 -0.084 0.184  C2 1.380, C3 1.295, O5 1.298
5 O 1.950 0.209 -0.100  N4 1.298
6 P -1.067 2.338 -2.120  C1 1.638
7 H -1.185 0.074 -1.622  C1 1.058
8 H -0.063 1.873 0.473  C2 1.105
9 H -1.181 0.325 0.844  C2 1.178
10 H 1.139 -1.980 0.296  C3 1.023
11 H -0.532 -1.529 0.785  C3 1.024

No. 4
Formula: C3H5NOS
Source: OMol25
Level of theory: ωB97M-V/def2-TZVPD

**Gap between HOMO and LUMO**: 0.2975 Ha
**E_LUMO**: -0.5 eV
**Charge**: 0
**Molecular weight**: 103.15 g/mol

Each atom is followed by the atoms it is bonded to, with distances in Å.
Element x y z (Å)
1 C 1.151 -0.906 0.082  N2 1.600, H7 1.093, H8 1.187, H9 1.254
2 N -0.409 -0.793 -0.254  C1 1.600, C3 1.276, H10 0.970
3 C -1.108 0.273 -0.190  N2 1.276, S4 1.608, C5 1.585
4 S -2.699 0.136 -0.003  C3 1.608
5 C -0.329 1.639 0.005  C3 1.585, O6 1.220, H11 1.093
6 O 0.874 1.530 -0.165  C5 1.220
7 H 1.615 -0.827 -0.904  C1 1.093
8 H 1.484 -0.004 0.779  C1 1.187
9 H 1.434 -1.957 0.705  C1 1.254
10 H -1.012 -1.549 -0.329  N2 0.970
11 H -1.001 2.457 0.273  C5 1.093

No. 5
Formula: C3H5NOS
Source: OMol25
Level of theory: ωB97M-V/def2-TZVPD

**Gap between HOMO and LUMO**: 0.2887 Ha
**E_LUMO**: 0.0 eV
**Charge**: 0
**Molecular weight**: 103.15 g/mol

Each atom is followed by the atoms it is bonded to, with distances in Å.
Element x y z (Å)
1 C -0.127 0.735 0.516  C2 1.442, N4 1.338, H7 1.068
2 C -1.398 0.776 -0.165  C1 1.442, O5 1.269, H8 1.084
3 C -0.086 -1.400 -0.043  N4 1.288, H9 1.087, H10 1.082
4 N 0.601 -0.329 0.156  C1 1.338, C3 1.288, S6 1.855
5 O -1.876 -0.269 -0.702  C2 1.269
6 S 2.328 -0.082 -0.476  N4 1.855, H11 1.342
7 H 0.505 1.480 0.947  C1 1.068
8 H -1.758 1.773 -0.390  C2 1.084
9 H 0.167 -2.081 -0.851  C3 1.087
10 H -0.730 -1.666 0.786  C3 1.082
11 H 2.374 1.064 0.222  S6 1.342

No. 6
Formula: C3H5NOS
Source: OMol25
Level of theory: ωB97M-V/def2-TZVPD

**Gap between HOMO and LUMO**: 0.3543 Ha
**E_LUMO**: 0.6 eV
**Charge**: 0
**Molecular weight**: 103.15 g/mol

Each atom is followed by the atoms it is bonded to, with distances in Å.
Element x y z (Å)
1 C -2.549 0.446 0.005  N2 1.253, H7 1.133, H8 1.226
2 N -2.073 -0.713 0.042  C1 1.253, S3 1.627
3 S -0.555 -1.212 -0.260  N2 1.627, C4 1.778
4 C 0.678 0.067 -0.179  S3 1.778, C5 1.522, O6 1.224
5 C 2.084 -0.456 0.078  C4 1.522, H9 1.118, H10 1.176, H11 1.233
6 O 0.387 1.255 -0.232  C4 1.224
7 H -3.571 0.693 0.426  C1 1.133
8 H -1.949 1.390 -0.495  C1 1.226
9 H 2.770 -0.173 -0.758  C5 1.118
10 H 2.510 0.302 0.869  C5 1.176
11 H 2.266 -1.598 0.505  C5 1.233